{"formula": "C6H11N3", "method": "wB97M-V/def2-TZVPD", "de_lowest_kj_mol": 410.3, "total_charge": 2, "e_homo_ev": -19.396, "smiles": "C=C1N=[N+](CC)C=[N+]1C", "gap_ev": 7.78, "e_tot_ev": -10848.6981, "e_lumo_ev": -11.6, "symbols": ["H", "H", "H", "H", "H", "C", "N", "H", "H", "H", "H", "C", "N", "N", "H", "C", "C", "H", "C", "C"], "positions_angstrom": [[2.47, 1.62, 0.35], [-2.60, -1.49, 1.88], [0.83, 2.32, 0.21], [-1.55, -0.70, 3.10], [2.58, 2.59, -1.81], [-1.50, -1.31, 2.17], [0.58, 0.45, -0.11], [2.28, 0.93, -2.04], [0.92, 1.94, -2.49], [-2.27, -2.55, -1.00], [0.67, 0.49, 2.17], [1.49, 1.54, -0.29], [-0.09, -0.08, -1.04], [-0.73, -0.80, 1.12], [-1.15, -2.32, 2.53], [0.20, 0.05, 1.20], [1.78, 1.87, -1.74], [-1.37, -1.78, -2.42], [-0.93, -0.97, -0.46], [-1.62, -1.78, -1.35]], "mulliken_charge": [0.3136, 0.3400, 0.3855, 0.3666, 0.3548, -0.7667, 0.6653, 0.3773, 0.3363, 0.3284, 0.4421, -0.2336, -0.4651, 0.1380, 0.3586, 0.0331, -1.1299, 0.3380, 0.4236, -0.6059]}

***

{"formula": "C6H11N3O", "method": "wB97M-V/def2-TZVPD", "de_lowest_kj_mol": 90.5, "e_homo_ev": -8.693, "smiles": "Cc1c[nH]cn1.CC(N)=O", "gap_ev": 9.34, "e_tot_ev": -12918.1074, "e_lumo_ev": 0.6, "symbols": ["O", "C", "C", "H", "N", "H", "H", "H", "H", "H", "N", "H", "H", "C", "H", "N", "H", "C", "C", "C", "H"], "positions_angstrom": [[1.15, 3.18, -0.12], [-0.93, -3.71, 0.51], [2.77, 1.83, -1.09], [0.60, 1.02, -2.42], [-0.62, -0.20, 1.22], [3.38, 2.42, -1.79], [-0.18, 0.66, 1.52], [2.85, 0.86, -1.58], [-1.51, -4.34, -0.20], [-2.60, 0.51, 0.79], [-2.11, -1.52, 0.35], [1.04, -1.51, 1.30], [-1.28, -4.02, 1.51], [-0.96, -2.23, 0.54], [3.29, 2.01, -0.14], [0.40, 1.73, -1.75], [-0.59, 1.94, -1.74], [-0.01, -1.43, 1.10], [-1.87, -0.26, 0.68], [1.32, 2.27, -0.92], [0.00, -4.18, 0.22]], "mulliken_charge": [-0.6230, -1.1388, -0.9836, 0.1801, -0.0377, 0.2969, 0.2085, 0.3156, 0.3317, 0.4367, -0.6125, 0.3994, 0.2105, 0.5883, 0.2768, -0.3488, 0.2330, -0.4437, -0.2770, 0.6565, 0.3310]}

***

{"formula": "C6H11N3O2", "method": "wB97M-V/def2-TZVPD", "de_lowest_kj_mol": 56.5, "e_homo_ev": -9.152, "smiles": "[H]/N=C(/C(=N/C)C(=O)O)N(C)C", "gap_ev": 9.74, "e_tot_ev": -14964.2299, "e_lumo_ev": 0.6, "symbols": ["H", "H", "C", "H", "N", "O", "H", "C", "C", "H", "H", "O", "C", "H", "H", "H", "N", "C", "H", "H", "C", "N"], "positions_angstrom": [[3.08, -1.73, 1.02], [-0.87, 2.71, 0.85], [2.37, 0.71, -0.24], [-2.62, 2.12, -0.03], [1.07, -1.30, 0.50], [3.22, 0.20, -0.94], [-2.35, -1.55, -0.25], [-2.76, 1.05, -0.15], [2.20, -2.19, 0.59], [-3.36, 0.67, 0.68], [2.47, -2.53, -0.42], [2.40, 1.96, 0.17], [-0.38, 0.92, 0.22], [-3.31, 0.88, -1.08], [-0.64, -1.49, -0.70], [1.50, 2.22, 0.55], [-1.49, 0.35, -0.22], [1.18, -0.10, 0.18], [1.88, -3.05, 1.18], [-1.88, -0.91, -1.84], [-1.59, -0.97, -0.78], [-0.11, 2.05, 0.72]], "mulliken_charge": [0.3312, 0.1526, 0.3081, 0.3436, -0.6053, -0.5458, 0.3285, -1.0560, -0.9767, 0.3086, 0.3136, -0.5307, 0.8442, 0.3317, 0.3461, 0.4183, -0.0029, 0.6877, 0.3369, 0.3011, -0.9275, -0.7073]}

***

{"formula": "C6H11N3O2S", "method": "wB97M-V/def2-TZVPD", "de_lowest_kj_mol": 692.4, "e_homo_ev": -9.225, "gap_ev": 9.57, "e_tot_ev": -25794.8459, "e_lumo_ev": 0.3, "symbols": ["C", "C", "H", "N", "H", "H", "O", "C", "H", "C", "H", "H", "O", "H", "C", "N", "S", "H", "N", "H", "H", "H", "C"], "positions_angstrom": [[0.20, 0.76, 1.15], [-0.74, 1.07, -0.99], [0.80, -1.57, -0.64], [-1.12, -0.49, -3.22], [1.31, 1.04, 1.18], [-1.22, 0.82, 3.54], [-2.24, -0.03, -3.27], [1.14, -0.20, -2.38], [-1.07, -0.64, 3.95], [-0.05, -0.43, 2.10], [0.83, -1.09, 2.16], [1.98, -0.49, -0.23], [-0.78, -1.54, -3.67], [0.28, 0.28, 4.27], [-0.42, 0.06, 3.48], [-0.20, 0.30, -2.73], [-1.85, 2.18, -0.95], [1.92, 0.46, -2.52], [0.10, 0.42, -0.25], [1.49, -0.93, -3.09], [-0.50, 1.48, 1.34], [-0.87, -0.95, 1.67], [1.04, -0.53, -0.89]], "mulliken_charge": [-0.9523, 0.3818, 0.3108, 1.1848, 0.2820, 0.3349, -0.6546, -0.5802, 0.4033, -0.1637, 0.2454, 0.4577, -0.6699, 0.3657, -1.3956, -0.4600, -0.2857, 0.3228, 0.2479, 0.3745, 0.4848, 0.3816, -0.6157]}

***

{"formula": "C6H11N3OS", "method": "wB97M-V/def2-TZVPD", "de_lowest_kj_mol": 65.0, "total_charge": 2, "e_homo_ev": -16.163, "gap_ev": 8.63, "e_tot_ev": -23735.0720, "e_lumo_ev": -7.5, "symbols": ["N", "C", "C", "H", "S", "H", "H", "H", "H", "H", "C", "C", "N", "N", "H", "H", "H", "H", "C", "C", "O", "H"], "positions_angstrom": [[2.37, -1.52, -0.77], [-0.53, 0.15, 0.76], [-1.77, 0.13, 0.24], [1.75, 2.69, -0.43], [1.19, 2.22, 0.69], [-0.94, 0.93, -2.96], [-2.69, -0.37, 2.04], [-3.56, 0.70, 1.09], [4.20, -0.36, 0.80], [-2.97, 0.43, -1.59], [2.35, -0.45, -0.04], [-1.99, 0.43, -1.15], [3.27, 0.04, 0.70], [-2.95, -0.14, 1.07], [-0.31, -0.05, 1.80], [1.59, -1.79, -1.35], [3.07, 0.90, 1.22], [-3.52, -0.91, 0.68], [0.55, 0.69, -0.06], [-0.91, 0.73, -1.90], [0.33, 0.81, -1.41], [3.20, -2.12, -0.85]], "mulliken_charge": [-0.3157, -0.5110, 0.5622, 0.2519, -0.2308, 0.4850, 0.3808, 0.4200, 0.2538, 0.4358, 0.6713, -0.5008, -0.2537, -0.1876, 0.3889, 0.2146, 0.1376, 0.4237, 0.0206, -0.6124, -0.2785, 0.2442]}

***

{"formula": "C6H11NO", "method": "wB97M-V/def2-TZVPD", "de_lowest_kj_mol": 148.6, "e_homo_ev": -8.095, "smiles": "N/C=C/CCCC=O", "gap_ev": 9.11, "e_tot_ev": -9936.9146, "e_lumo_ev": 1.0, "symbols": ["C", "H", "H", "N", "O", "H", "H", "C", "C", "C", "H", "C", "C", "H", "H", "H", "H", "H", "H"], "positions_angstrom": [[-0.62, -0.84, 0.64], [-0.73, 0.23, -1.93], [1.44, -0.60, 1.40], [0.28, -1.18, -3.04], [-0.49, 2.48, 2.80], [-0.89, -1.68, 1.28], [-1.45, -0.15, 0.51], [0.49, -0.09, 1.44], [0.67, 1.37, 0.98], [-0.13, -1.38, -0.67], [0.34, -2.35, -0.66], [-0.27, -0.74, -1.83], [-0.39, 2.24, 1.62], [-1.14, 2.64, 0.90], [0.63, -2.13, -3.04], [0.20, -0.09, 2.50], [-0.10, -0.85, -3.90], [0.47, 1.39, -0.09], [1.69, 1.71, 1.07]], "mulliken_charge": [-0.8122, 0.3086, 0.4019, -0.4617, -0.4650, 0.3296, 0.3362, -0.6180, -0.3563, -0.4336, 0.2629, 0.0259, -0.0570, 0.3276, 0.1967, 0.3379, 0.2058, 0.1121, 0.3586]}

***

{"formula": "C6H11NO", "method": "wB97M-V/def2-TZVPD", "de_lowest_kj_mol": 965.8, "e_homo_ev": -8.558, "gap_ev": 8.87, "e_tot_ev": -9928.4448, "e_lumo_ev": 0.3, "symbols": ["C", "H", "H", "H", "C", "H", "H", "C", "O", "H", "C", "H", "C", "H", "H", "H", "N", "C", "H"], "positions_angstrom": [[0.36, -1.84, -1.45], [0.44, -3.03, -0.46], [2.39, -0.17, -1.62], [-0.68, -2.24, -2.55], [-1.42, -0.37, 2.17], [-2.33, 0.97, 0.79], [-0.17, 1.29, 2.78], [-1.27, 0.76, 1.13], [-0.18, -0.73, -0.96], [1.54, -1.25, -2.02], [1.64, 0.75, -1.38], [1.41, 1.09, -2.40], [0.34, 0.47, -0.73], [-2.43, -0.72, 2.50], [1.90, 1.62, -0.93], [-0.54, -1.15, 2.16], [-1.23, 1.06, 2.56], [-0.26, 1.33, 0.07], [0.50, 2.17, 0.36]], "mulliken_charge": [-0.6230, 0.2191, 0.3272, 0.2037, -0.2070, 0.2246, 0.2826, 0.1213, -0.2329, 0.1564, -1.4582, 0.4110, 0.9373, 0.2452, 0.3906, 0.1611, -0.5709, -0.7174, 0.1292]}

***

{"formula": "C6H11NO", "method": "wB97M-V/def2-TZVPD", "de_lowest_kj_mol": 628.3, "e_homo_ev": [-6.434, -6.432], "gap_ev": [7.28, 7.28], "e_tot_ev": -9931.9429, "e_lumo_ev": [0.8, 0.8], "symbols": ["C", "H", "C", "H", "C", "H", "H", "H", "C", "C", "H", "H", "O", "C", "H", "H", "H", "H", "N"], "positions_angstrom": [[0.30, 0.74, 0.47], [2.19, 2.15, 1.13], [0.61, -0.31, -0.35], [-2.71, -0.36, 1.33], [-1.61, -0.31, -0.51], [1.77, -0.59, 1.54], [0.59, -0.31, -2.35], [2.94, 0.99, 0.00], [0.78, -0.55, 1.11], [2.08, 1.64, 0.18], [0.06, -1.21, 1.58], [1.27, -1.71, -1.66], [-1.83, 0.10, -1.63], [-2.74, -0.85, 0.35], [-3.72, -0.67, -0.11], [-0.33, 1.59, 0.62], [1.89, 2.31, -0.66], [-2.60, -1.92, 0.51], [1.05, -0.73, -1.55]], "mulliken_charge": [-0.3515, 0.3760, 0.3308, 0.2892, 0.5293, 0.2772, 0.2733, 0.3541, -0.4446, -1.2412, 0.1991, 0.2314, -0.5592, -1.1995, 0.3521, 0.4295, 0.3749, 0.2739, -0.4949]}